Arrangement A

The following is a DFT calculation (the ωB97M-V functional and the def2-TZVPD basis) of a cluster of 2 separate species, C2H8S4 in total.

Results
E_HOMO = -8.90 eV
Kohn-Sham gap = 9.25 eV

Each line ends with the Löwdin charge.
Positions of all 14 atoms, in Å:
C1 1.11444 -3.37061 1.53518  -0.5116
S1 0.78471 -1.77794 0.73039  0.3264
S2 -1.31323 -1.74739 0.78124  0.2918
H1 0.63614 -3.42796 2.52742  0.0307
H2 2.18107 -3.62988 1.64327  0.0392
H3 0.63779 -4.11152 0.87151  0.0208
H4 -1.39898 -2.41902 -0.38669  -0.1981
C2 -0.67809 2.38211 -1.74218  -0.5009
S3 -1.08864 4.07167 -1.14292  0.3309
S4 0.64126 4.36780 -0.11025  0.2750
H5 0.14197 2.37782 -2.47980  0.0348
H6 -1.60053 2.03822 -2.23964  0.0250
H7 -0.42867 1.67335 -0.93468  0.0232
H8 0.37077 3.57334 0.94717  -0.1872

---

Arrangement B

The following is a DFT calculation (the ωB97M-V functional and the def2-TZVPD basis) of a cluster of 2 separate species, C2H8S4 in total.

Results
E_HOMO = -8.03 eV
Kohn-Sham gap = 8.35 eV

Each line ends with the Löwdin charge.
Positions of all 14 atoms, in Å:
C1 -2.65787 0.89825 -0.98065  -0.4849
S1 -3.20877 -0.80324 -1.52420  0.3223
S2 -1.64017 -1.72886 -2.57195  0.2643
H1 -1.56735 1.25886 -1.41339  0.0936
H2 -2.25614 0.96266 0.00488  -0.0206
H3 -3.31770 1.79696 -0.99828  0.0382
H4 -2.33756 -2.82367 -2.84571  -0.2140
C2 1.51051 -0.37937 1.85671  -0.4405
S3 2.90732 0.90522 2.06719  0.2573
S4 3.97642 0.26846 0.47942  0.2000
H5 1.60085 -1.12100 2.68692  0.0343
H6 1.59839 -0.61731 0.72682  0.0216
H7 0.47167 -0.04787 1.96470  0.0146
H8 4.92038 1.43090 0.54754  -0.0861

---

In order of decreasing stability: arrangement A, arrangement B.